(1)
The following is a DFT calculation (ωB97M-V/def2-TZVPD) of a cluster of 9 separate species, C29H75O32P7 in total.

Values from the calculation:
SMILES string: COP(=O)(OC)OC.COP(=O)(OC)OC.COP(=O)(OC)OC.COP(=O)(OC)OC.COP(=O)(OC)OC.COP(=O)(OC)OC.COP(=O)(OC)OC.O=C1CCCO1.O=C1CCCO1
E, Ha: -5947.7883

Element x y z (Å)
O1 -4.366 5.152 1.091
C1 -4.651 4.305 0.316
O2 -4.221 4.267 -0.951
C2 -4.611 3.152 -1.700
C3 -5.169 2.182 -0.614
C4 -5.533 3.076 0.561
H1 -3.674 2.861 -2.240
H2 -5.304 3.458 -2.501
H3 -4.395 1.397 -0.486
H4 -5.995 1.654 -1.068
H5 -5.347 2.575 1.513
H6 -6.577 3.408 0.477
O3 -2.243 0.429 -1.096
C5 -1.102 0.012 -0.891
O4 -0.667 -1.185 -1.296
C6 0.686 -1.400 -0.908
C7 0.964 -0.492 0.241
C8 0.058 0.710 -0.134
H7 1.344 -1.134 -1.766
H8 0.804 -2.452 -0.684
H9 2.021 -0.220 0.308
H10 0.665 -0.856 1.221
H11 0.535 1.413 -0.830
H12 -0.308 1.295 0.692
C9 -0.602 3.687 -4.884
O5 -0.820 2.493 -5.642
P1 -1.169 1.051 -5.018
O6 -1.165 -0.055 -6.005
O7 -0.009 1.004 -3.858
C10 1.342 0.838 -4.333
O8 -2.509 1.291 -4.187
C11 -3.428 0.198 -4.013
H13 -0.302 4.455 -5.594
H14 0.200 3.523 -4.203
H15 -1.495 4.075 -4.419
H16 1.375 -0.011 -4.995
H17 1.976 0.646 -3.446
H18 1.755 1.691 -4.920
H19 -4.161 0.487 -3.226
H20 -2.887 -0.740 -3.712
H21 -3.921 0.037 -4.985
C12 -3.649 2.143 7.903
O9 -4.049 1.872 6.544
P2 -2.982 1.202 5.600
O10 -1.587 1.643 5.745
O11 -3.726 1.341 4.234
C13 -2.887 1.080 3.047
O12 -3.149 -0.367 5.979
C14 -1.909 -1.032 5.916
H22 -3.231 3.129 7.880
H23 -2.928 1.401 8.259
H24 -4.564 2.184 8.483
H25 -2.827 0.002 2.820
H26 -1.900 1.551 3.155
H27 -3.411 1.587 2.226
H28 -2.101 -2.130 5.898
H29 -1.249 -0.836 6.765
H30 -1.297 -0.815 5.052
C15 3.559 3.484 -0.851
O13 2.243 3.711 -1.328
P3 1.231 4.564 -0.425
O14 0.798 3.937 0.814
O15 0.090 4.846 -1.465
C16 -1.258 4.440 -1.196
O16 1.979 5.979 -0.151
C17 1.341 6.815 0.833
H31 3.931 2.593 -1.326
H32 3.566 3.450 0.231
H33 4.161 4.348 -1.160
H34 -1.446 4.722 -0.150
H35 -1.333 3.325 -1.317
H36 -1.922 4.965 -1.850
H37 1.454 7.873 0.588
H38 1.892 6.578 1.748
H39 0.274 6.571 0.931
C18 4.302 -1.183 6.078
O17 3.915 -1.373 4.688
P4 3.424 -0.179 3.792
O18 3.039 -0.535 2.408
O19 2.248 0.504 4.622
C19 1.095 1.144 3.949
O20 4.594 0.924 3.951
C20 4.363 2.252 3.467
H40 3.649 -0.355 6.374
H41 5.336 -0.821 6.173
H42 4.218 -2.095 6.648
H43 1.341 1.971 3.294
H44 0.315 1.422 4.715
H45 0.676 0.338 3.299
H46 5.124 2.980 3.722
H47 3.440 2.698 3.860
H48 4.262 2.240 2.378
C21 -3.232 -4.874 -3.585
O21 -2.016 -4.725 -2.841
P5 -0.620 -5.034 -3.640
O22 -0.455 -6.359 -4.285
O23 -0.611 -3.896 -4.800
C22 -0.436 -2.572 -4.300
O24 0.490 -4.583 -2.582
C23 1.016 -5.571 -1.725
H49 -3.068 -4.324 -4.522
H50 -4.157 -4.501 -3.077
H51 -3.364 -5.931 -3.845
H52 -0.679 -1.866 -5.052
H53 0.532 -2.277 -3.916
H54 -1.133 -2.364 -3.503
H55 0.406 -5.673 -0.828
H56 2.023 -5.230 -1.442
H57 1.137 -6.536 -2.226
C24 6.973 -2.063 -5.396
O25 5.619 -1.636 -5.176
P6 5.031 -1.891 -3.711
O26 5.799 -2.872 -2.888
O27 4.884 -0.414 -3.203
C25 5.112 -0.208 -1.795
O28 3.514 -2.324 -3.971
C26 3.214 -3.683 -4.238
H58 7.052 -2.456 -6.418
H59 7.239 -2.861 -4.698
H60 7.686 -1.240 -5.257
H61 5.654 -1.079 -1.434
H62 4.132 -0.165 -1.308
H63 5.622 0.737 -1.686
H64 2.129 -3.746 -4.192
H65 3.669 -4.344 -3.487
H66 3.701 -3.948 -5.157
C27 -1.989 -3.640 0.444
O29 -1.193 -3.995 1.621
P7 -1.555 -3.203 2.941
O30 -1.983 -1.826 2.637
O31 -2.715 -4.016 3.715
C28 -3.924 -3.354 4.017
O32 -0.320 -3.451 3.880
C29 0.892 -2.761 3.530
H67 -1.857 -2.583 0.308
H68 -3.048 -3.872 0.545
H69 -1.605 -4.063 -0.487
H70 -4.571 -3.921 4.680
H71 -4.446 -3.161 3.049
H72 -3.716 -2.403 4.462
H73 0.933 -2.658 2.441
H74 1.806 -3.222 3.830
H75 0.877 -1.729 3.903

(2)
The following is a DFT calculation (ωB97M-V/def2-TZVPD) of the molecule C3H5P.

Values from the calculation:
ΔE to the lowest compared entry with this formula, charge and spin, eV: 3.153
SMILES string: C=P#CC
E, Ha: -458.4656

Element x y z (Å)
C1 0.469 -0.794 0.008
C2 1.085 1.618 -0.787
C3 -0.942 -1.187 0.359
P1 1.826 0.092 0.046
H1 0.012 1.584 -0.876
H2 1.449 2.428 -0.126
H3 -1.588 -1.364 -0.537
H4 -1.286 -0.292 0.954
H5 -1.025 -2.084 0.960

(3)
The following is a DFT calculation (ωB97M-V/def2-TZVPD) of a cluster of 2 separate species, C3H10NO2Si in total.

Values from the calculation:
ΔE to the lowest compared entry with this formula, charge and spin, eV: 3.662
Total charge: +1
E, Ha: -614.7447

Element x y z (Å)
C1 2.436 0.305 -0.972
C2 1.427 -0.511 -0.653
C3 -1.534 -0.571 0.216
N1 -1.172 -0.463 -1.262
O1 -0.177 1.829 0.833
O2 -0.466 0.059 2.841
Si1 -0.322 0.313 1.260
H1 3.503 0.345 -0.802
H2 2.252 1.362 -1.275
H3 1.500 -1.557 -0.411
H4 -1.770 -1.541 0.457
H5 -2.621 -0.232 0.241
H6 0.480 -0.330 -0.917
H7 -1.538 0.332 -1.842
H8 -1.105 -1.332 -1.723
H9 -0.473 2.722 0.676
H10 -0.420 -0.729 3.334

(4)
The following is a DFT calculation (ωB97M-V/def2-TZVPD) of a structure of composition C12H44B2HgO16P4.

Values from the calculation:
ΔE to the lowest compared entry with this formula, charge and spin, eV: 3.344
E, Ha: -3256.0177

Element x y z (Å)
Hg1 0.168 -0.133 -0.268
B1 -2.012 -1.397 -0.628
H1 -2.032 -0.451 -0.109
H2 -1.606 -2.236 -0.084
H3 -2.977 -1.593 -1.071
H4 -1.312 -1.058 -1.375
B2 2.350 0.880 -0.200
H5 2.991 1.615 -0.663
H6 1.946 0.268 -0.992
H7 2.779 0.224 0.542
H8 1.527 1.417 0.245
C1 -0.261 4.458 -1.158
O1 -1.455 4.334 -0.450
P1 -1.583 3.024 0.572
O2 -0.753 1.840 0.378
O3 -1.442 3.713 2.070
C2 -2.459 4.489 2.598
O4 -3.172 2.661 0.540
C3 -3.572 1.472 1.242
H9 0.523 3.714 -1.020
H10 0.277 5.269 -0.667
H11 -0.465 4.599 -2.220
H12 -3.065 4.976 1.834
H13 -2.107 5.454 2.964
H14 -3.045 3.936 3.332
H15 -4.292 1.019 0.561
H16 -4.068 1.763 2.168
H17 -2.703 0.857 1.477
C4 0.666 -2.691 5.213
O5 0.476 -2.341 3.790
P2 0.655 -0.728 3.379
O6 0.193 -0.402 2.005
O7 -0.209 0.089 4.409
C5 -0.589 1.395 4.089
O8 2.195 -0.294 3.745
C6 3.357 -0.893 3.119
H18 0.643 -1.855 5.912
H19 1.561 -3.302 5.333
H20 -0.197 -3.327 5.409
H21 0.045 1.906 3.365
H22 -0.358 1.985 4.976
H23 -1.621 1.481 3.748
H24 3.046 -1.724 2.485
H25 4.034 -1.105 3.946
H26 3.956 -0.198 2.531
C7 0.349 -0.949 -4.409
O9 -0.208 0.317 -4.716
P3 -0.783 1.213 -3.475
O10 -0.171 1.001 -2.134
O11 -0.630 2.717 -4.007
C8 0.407 3.009 -4.855
O12 -2.362 0.992 -3.635
C9 -3.230 1.890 -2.918
H27 0.407 -1.357 -3.400
H28 1.308 -1.174 -4.874
H29 -0.294 -1.654 -4.937
H30 0.488 2.313 -5.690
H31 1.428 3.031 -4.474
H32 0.120 3.929 -5.365
H33 -2.768 2.640 -2.276
H34 -3.919 1.380 -2.245
H35 -3.821 2.454 -3.640
C10 0.660 -4.434 1.272
O13 1.763 -4.472 0.431
P4 1.860 -3.483 -0.869
O14 1.324 -2.136 -0.545
O15 3.460 -3.653 -1.296
C11 4.502 -3.360 -0.393
O16 1.000 -4.445 -1.905
C12 -0.231 -4.027 -2.540
H36 -0.091 -5.188 1.036
H37 0.124 -3.488 1.193
H38 0.930 -4.566 2.320
H39 5.061 -2.473 -0.692
H40 5.069 -4.283 -0.275
H41 4.022 -3.023 0.525
H42 -0.929 -4.856 -2.652
H43 -0.054 -3.724 -3.573
H44 -0.822 -3.252 -2.053

(5)
The following is a DFT calculation (ωB97M-V/def2-TZVPD) of the molecule C5H6O.

Values from the calculation:
ΔE to the lowest compared entry with this formula, charge and spin, eV: 2.042
SMILES string: C#CCC(=C)O
E, Ha: -269.2712

Element x y z (Å)
C1 -0.907 1.224 -0.082
C2 -0.827 -0.061 -0.417
O1 -1.828 -0.782 -0.997
C3 0.381 -0.946 -0.231
C4 1.443 -0.349 0.580
C5 2.314 0.136 1.254
H1 -2.600 -0.210 -1.102
H2 -1.808 1.803 -0.258
H3 -0.067 1.720 0.386
H4 0.772 -1.218 -1.219
H5 0.045 -1.884 0.227
H6 3.081 0.566 1.861

(6)
The following is a DFT calculation (ωB97M-V/def2-TZVPD) of a cluster of 2 separate species, C4H13N3O in total.

Values from the calculation:
ΔE to the lowest compared entry with this formula, charge and spin, eV: 3.049
SMILES string: [H]/N=C\NCCCN.O
E, Ha: -399.6352

Element x y z (Å)
C1 1.103 0.887 -0.888
C2 0.173 0.295 0.211
C3 -1.347 0.365 -0.040
N1 -1.524 3.336 -0.260
C4 -1.855 2.584 -1.187
N2 -1.631 1.188 -1.199
N3 1.517 -0.191 -1.937
H1 0.648 1.611 -1.507
H2 2.101 1.290 -0.380
H3 0.396 0.809 1.140
H4 0.579 -0.749 0.531
H5 -1.854 -0.592 0.069
H6 -1.795 1.045 0.814
H7 -1.207 2.993 0.638
H8 -2.393 3.106 -2.065
H9 -2.049 0.739 -2.005
H10 2.063 -0.949 -1.424
H11 0.797 -0.602 -2.387
H12 1.811 -5.104 4.422
H13 2.130 -6.219 3.312
O1 2.339 -5.842 4.142

Number 1: strongest force on any atom 2.53 eV/A. Number 2: strongest force on any atom 2.30 eV/A. Number 3: strongest force on any atom 4.84 eV/A. Number 4: strongest force on any atom 5.00 eV/A. Number 5: strongest force on any atom 0.44 eV/A. Number 6: strongest force on any atom 6.16 eV/A.